(1)
Below is C19H26F5N6O13P2TaTe as an isolated structure, with properties calculated with ωB97M-V/def2-TZVPD.

## Properties
* energy: -96704.8887 eV
* strongest force on any atom: 0.0114 Eh/bohr
* spin multiplicity: 1

Geometry (Å):
Ta  -1.144  -1.007  -1.921
N  -2.437  0.211  -3.356
C  -1.716  0.701  -4.552
C  -0.582  -0.259  -4.852
O  -0.157  -0.406  -5.979
N  -0.159  -0.954  -3.750
C  0.414  -2.269  -4.023
C  -0.612  -3.287  -3.520
O  -0.415  -4.489  -3.471
O  -1.678  -2.718  -3.021
H  -3.168  -0.444  -3.626
H  -2.883  0.971  -2.851
H  -1.307  1.683  -4.338
H  -2.365  0.757  -5.424
H  1.346  -2.437  -3.480
H  0.606  -2.392  -5.089
N  -1.351  -4.901  1.937
C  -0.860  -3.539  1.469
C  0.228  -3.070  2.430
P  -2.372  -2.498  1.698
O  -3.399  -3.071  0.654
O  -2.801  -2.753  3.082
O  -1.826  -1.104  1.269
P  -0.159  -3.816  -0.209
O  -1.285  -4.749  -0.831
O  1.166  -4.426  -0.107
O  -0.279  -2.437  -0.915
H  -1.865  -4.748  2.817
H  -0.562  -5.535  2.070
H  -1.981  -5.297  1.232
H  -0.166  -3.023  3.447
H  0.562  -2.079  2.129
H  1.093  -3.733  2.372
H  -3.381  -2.616  -0.218
H  -1.164  -4.872  -1.808
N  -0.085  0.667  1.771
C  0.583  1.513  2.194
N  1.382  2.444  2.652
C  1.334  2.799  4.077
C  0.475  4.041  4.252
O  0.947  5.091  3.429
C  0.864  4.748  2.055
C  1.747  3.551  1.750
H  2.356  2.996  4.403
H  0.937  1.955  4.638
H  0.522  4.395  5.281
H  -0.569  3.808  4.004
H  1.192  5.619  1.490
H  -0.174  4.517  1.785
H  2.798  3.787  1.923
H  1.624  3.217  0.720
O  0.089  1.700  -2.540
C  0.883  1.184  -1.775
N  0.725  -0.082  -1.263
C  1.737  -0.340  -0.332
O  1.897  -1.328  0.337
C  2.617  0.879  -0.295
C  3.737  1.150  0.464
C  4.341  2.391  0.281
C  3.834  3.315  -0.632
C  2.700  3.030  -1.387
C  2.111  1.797  -1.192
H  4.124  0.422  1.164
H  5.226  2.646  0.852
H  4.335  4.267  -0.754
H  2.294  3.739  -2.097
F  -1.737  2.423  1.032
Te  -2.570  0.735  0.866
F  -2.957  -1.533  -1.366
F  -3.885  1.878  0.191
F  -2.904  0.970  2.663
F  -4.100  -0.356  0.858
O  -1.770  0.572  -0.764



(2)
Below is a 3-piece molecular cluster, C30H50FN5O2 overall in a non-equilibrium geometry, with properties calculated with ωB97M-V/def2-TZVPD.

## Properties
* energy: -46179.9812 eV
* strongest force on any atom: 0.0567 Eh/bohr
* spin multiplicity: 3

Geometry (Å):
C  6.566  -1.958  -0.216
N  6.972  -0.544  -0.450
C  5.870  0.209  -1.097
C  4.693  0.427  -0.134
C  4.959  0.706  1.178
C  3.887  0.928  2.117
C  2.597  0.813  1.670
C  2.291  0.513  0.306
N  0.971  0.410  -0.043
C  0.786  0.126  -1.314
C  -0.684  -0.060  -1.775
C  -1.264  -1.204  -0.866
F  -2.184  -1.999  -1.539
C  1.870  -0.013  -2.248
N  3.152  0.082  -1.963
C  3.335  0.334  -0.629
H  6.513  -2.183  0.863
H  5.586  -2.177  -0.683
H  7.313  -2.621  -0.684
H  7.677  -0.609  -1.180
H  5.537  -0.384  -1.972
H  6.260  1.182  -1.445
H  5.982  0.783  1.555
H  4.041  1.184  3.168
H  1.765  0.956  2.366
H  -1.232  0.851  -1.478
H  -0.781  -0.290  -2.843
H  -0.401  -1.824  -0.557
H  -1.658  -0.779  0.072
H  1.607  -0.218  -3.296
C  0.292  5.023  -1.959
C  -0.673  4.646  -3.110
C  -0.656  5.738  -4.185
C  -1.395  7.012  -3.776
C  -2.808  6.687  -3.295
C  -2.842  5.615  -2.201
N  -2.043  4.408  -2.563
O  -2.720  3.719  -3.444
C  -2.332  6.216  -0.876
C  -4.303  5.256  -1.902
C  -0.071  3.370  -3.704
H  0.383  6.100  -1.814
H  -0.013  4.567  -1.016
H  1.304  4.668  -2.159
H  -1.111  5.360  -5.106
H  0.379  5.989  -4.436
H  -0.841  7.543  -2.996
H  -1.446  7.691  -4.629
H  -3.285  7.601  -2.934
H  -3.399  6.357  -4.156
H  -2.256  5.452  -0.100
H  -3.023  6.979  -0.512
H  -1.369  6.714  -0.958
H  -4.838  4.919  -2.789
H  -4.836  6.130  -1.525
H  -4.366  4.474  -1.143
H  -0.061  2.553  -2.979
H  0.960  3.542  -4.016
H  -0.601  3.027  -4.594
C  -3.625  -5.365  3.421
C  -2.554  -4.811  2.448
C  -1.966  -5.954  1.613
C  -1.012  -6.857  2.395
C  0.065  -6.029  3.093
C  -0.505  -4.897  3.954
N  -1.507  -4.073  3.217
O  -0.862  -3.294  2.386
C  -1.135  -5.489  5.231
C  0.653  -4.041  4.481
C  -3.334  -3.879  1.516
H  -3.425  -6.388  3.739
H  -3.724  -4.736  4.307
H  -4.609  -5.392  2.950
H  -1.423  -5.545  0.755
H  -2.778  -6.561  1.201
H  -1.564  -7.456  3.126
H  -0.543  -7.566  1.711
H  0.684  -6.687  3.708
H  0.732  -5.614  2.329
H  -1.633  -4.716  5.819
H  -0.366  -5.935  5.865
H  -1.851  -6.286  5.041
H  1.273  -3.641  3.679
H  1.307  -4.642  5.115
H  0.283  -3.206  5.079
H  -3.769  -3.043  2.067
H  -4.150  -4.417  1.032
H  -2.716  -3.477  0.713



(3)
Below is C4H7N2S as an isolated structure in a non-equilibrium geometry, with properties calculated with ωB97M-V/def2-TZVPD.

## Properties
* charge: +1
* energy: -18066.1167 eV
* strongest force on any atom: 0.1169 Eh/bohr
* spin multiplicity: 1

Geometry (Å):
C  -0.904  0.287  1.507
C  0.069  2.240  0.958
C  -0.949  -0.345  0.171
C  0.960  1.066  -0.353
N  -0.588  1.431  1.769
N  0.511  -0.254  -0.221
S  0.581  3.676  1.100
H  -1.381  -0.345  2.220
H  -1.280  -1.360  0.404
H  -1.629  0.111  -0.470
H  0.968  1.623  -1.261
H  1.794  1.225  0.311
H  1.197  -0.733  0.407
H  0.610  -0.743  -1.125



(4)
Below is C6H10O as an isolated structure, with properties calculated with ωB97M-V/def2-TZVPD.

## Properties
* energy: -8425.7424 eV
* strongest force on any atom: 0.0092 Eh/bohr
* spin multiplicity: 1

Geometry (Å):
C  1.855  -0.655  0.078
C  0.627  0.135  0.507
C  0.351  1.434  -0.329
C  -1.175  1.649  -0.499
C  -1.505  0.517  0.036
C  -0.711  -0.676  0.434
O  -0.752  -1.738  -0.491
H  1.763  -1.005  -0.956
H  2.748  -0.023  0.138
H  2.013  -1.533  0.712
H  0.739  0.437  1.555
H  0.776  1.355  -1.338
H  0.818  2.309  0.135
H  -2.958  -0.022  -0.360
H  -3.009  0.306  0.354
H  -0.974  -1.125  1.395
H  -0.606  -1.363  -1.371



(5)
Below is a 3-piece molecular cluster, C8H24B3O8P overall, with properties calculated with ωB97M-V/def2-TZVPD.

## Properties
* SMILES: O=[PH2]B1OBOBO1.COCCOC.COCCOC
* energy: -36386.9681 eV
* strongest force on any atom: 0.0190 Eh/bohr
* spin multiplicity: 1

Geometry (Å):
O  0.569  0.244  5.353
P  -0.465  1.025  4.623
B  -2.317  0.709  5.168
O  -2.842  -0.556  5.150
B  -4.026  -0.652  4.435
O  -4.821  0.471  4.336
B  -4.400  1.682  4.845
O  -3.162  1.753  5.463
H  -0.303  2.424  4.684
H  -0.504  0.736  3.238
H  -4.317  -1.664  3.897
H  -5.073  2.650  4.745
C  0.545  2.925  0.023
O  0.739  1.533  -0.134
C  1.931  1.199  -0.833
C  3.046  0.787  0.102
O  3.463  1.850  0.942
C  2.899  1.790  2.238
H  -0.255  3.062  0.749
H  1.448  3.419  0.389
H  0.243  3.389  -0.923
H  2.256  2.040  -1.455
H  1.699  0.359  -1.495
H  3.909  0.478  -0.495
H  2.726  -0.072  0.703
H  3.361  0.997  2.835
H  1.822  1.610  2.191
H  3.081  2.747  2.724
C  -0.379  -1.820  -2.086
O  0.809  -1.985  -2.839
C  0.904  -3.235  -3.498
C  0.533  -3.138  -4.962
O  -0.826  -2.788  -5.147
C  -1.029  -1.419  -5.443
H  -0.452  -0.765  -1.826
H  -1.267  -2.110  -2.653
H  -0.338  -2.408  -1.163
H  0.269  -3.977  -3.002
H  1.942  -3.572  -3.419
H  0.689  -4.116  -5.429
H  1.187  -2.416  -5.463
H  -0.723  -1.191  -6.470
H  -0.479  -0.772  -4.756
H  -2.095  -1.221  -5.343



(6)
Below is CH2N2O2 in the gas phase in a non-equilibrium geometry, with properties calculated with ωB97M-V/def2-TZVPD.

## Properties
* SMILES: C=N[N+](=O)[O-]
* energy: -8139.1421 eV
* strongest force on any atom: 0.1239 Eh/bohr
* spin multiplicity: 1

Geometry (Å):
C  0.353  -0.608  -0.874
N  0.059  0.544  -0.445
N  -0.295  0.795  0.862
O  -0.032  1.867  1.321
O  -1.027  -0.301  1.336
H  0.633  -0.830  -1.899
H  0.309  -1.468  -0.302